{"formula": "C14H47BF4N3O8", "method": "the ωB97M-V functional and the def2-TZVPD basis", "lumo_energy_ev": [4.136, 4.099], "e_homo_ha": [0.10151, -0.14434], "multiplicity": 2, "s_squared": 0.750, "charge": -2, "largest_force_ev_per_a": 3.44, "symbols": ["B", "F", "F", "F", "F", "C", "C", "O", "H", "H", "H", "H", "H", "H", "O", "H", "H", "O", "H", "H", "O", "H", "H", "O", "H", "H", "C", "C", "C", "O", "C", "N", "H", "H", "H", "H", "H", "H", "H", "H", "H", "H", "H", "C", "C", "C", "O", "C", "N", "H", "H", "H", "H", "H", "H", "H", "H", "H", "H", "H", "C", "C", "C", "O", "C", "N", "H", "H", "H", "H", "H", "H", "H", "H", "H", "H", "H"], "positions_angstrom": [[-2.009686, 0.665498, 0.327121], [-1.205846, 0.958278, 1.459801], [-2.762486, -0.371012, 0.658941], [-2.904576, 1.751008, 0.154141], [-1.252466, 0.556308, -0.790299], [-3.292606, -3.025582, -1.546909], [-2.227036, -2.946652, -2.672869], [-2.765606, -3.130852, -4.035349], [-3.018746, -2.855802, -0.505619], [-3.607806, -4.058672, -1.693439], [-4.201206, -2.457252, -1.745759], [-1.300676, -3.425342, -2.355389], [-1.895736, -1.921322, -2.508389], [-2.244796, -2.611012, -4.651889], [-5.472966, 0.175098, 0.446121], [-5.396836, -0.758002, 0.645531], [-4.602376, 0.530528, 0.624911], [-2.742626, 2.743608, 3.077421], [-2.373606, 2.355238, 2.284181], [-3.276456, 2.047088, 3.459681], [-5.049826, 3.742748, -0.351279], [-4.747866, 4.332118, -1.042429], [-4.246346, 3.393498, 0.034311], [-3.919976, 0.228098, -2.225479], [-3.421776, 0.393238, -1.425019], [-4.576986, -0.419422, -1.969959], [2.239594, -2.257422, -1.852189], [2.563714, -0.783182, -1.812219], [3.860854, -0.437082, -2.583319], [4.968214, -0.782872, -1.702039], [6.222044, -0.301232, -2.248159], [1.459604, 0.042718, -2.392739], [2.966614, -2.943622, -1.417809], [2.218504, -2.696332, -2.849689], [1.318524, -2.472342, -1.310399], [2.603074, -0.371522, -0.803709], [3.860414, 0.633318, -2.789059], [3.822794, -0.990662, -3.521519], [7.091334, -0.768612, -1.785569], [6.386844, 0.764768, -2.091319], [6.455514, -0.523342, -3.289439], [0.549984, -0.093352, -1.975399], [1.773204, 1.002668, -2.408449], [3.657754, 4.157628, -0.412809], [2.691704, 3.029688, -0.787419], [1.708494, 2.755208, 0.352011], [1.104554, 3.928368, 0.874861], [-0.041856, 3.692358, 1.701671], [1.856594, 3.472978, -1.984089], [4.597244, 4.155338, -0.965469], [3.952464, 4.210538, 0.635261], [3.350924, 5.190178, -0.579539], [3.175564, 2.078178, -1.007929], [2.297194, 2.195788, 1.079041], [0.902914, 2.149018, -0.062329], [-0.816526, 3.287078, 1.050721], [-0.398216, 4.620588, 2.148301], [0.253434, 3.030828, 2.516101], [2.466514, 3.824208, -2.708469], [1.379284, 4.306698, -1.672349], [0.206204, -2.274572, 4.921791], [0.398584, -1.824462, 3.481601], [-0.717696, -2.447352, 2.640271], [-0.496146, -3.810042, 2.404211], [-1.564536, -4.500972, 1.695031], [0.340824, -0.415142, 3.426751], [-0.420166, -1.539182, 5.426721], [1.146254, -2.294102, 5.473171], [-0.310636, -3.229972, 5.012301], [1.393734, -2.095082, 3.128691], [-0.756636, -1.995972, 1.648891], [-1.714856, -2.325712, 3.063311], [-1.258226, -5.533822, 1.529191], [-1.482586, -4.017432, 0.721601], [-2.571696, -4.616982, 2.095371], [-0.443116, 0.041528, 3.870571], [0.268734, -0.118692, 2.463931]], "forces_ev_per_angstrom": [[1.216, 2.426, 0.932], [0.330, 0.150, -0.016], [-1.470, -3.100, 0.239], [-0.408, 0.830, -0.064], [0.591, -0.585, -0.876], [-0.751, -1.974, -1.722], [-0.171, 3.137, 0.965], [0.434, -0.641, 2.073], [0.639, 0.082, -0.398], [-0.523, -0.412, 0.835], [0.325, 0.328, -0.268], [-0.230, -1.272, -0.747], [0.070, 0.553, -0.992], [0.179, 0.174, 0.283], [-0.819, -0.076, -0.001], [0.157, -0.168, 0.100], [0.364, 0.205, -0.049], [-0.192, 0.499, 0.517], [0.262, -0.300, -0.363], [-0.109, -0.155, -0.006], [-0.460, 0.324, 0.054], [0.103, 0.033, -0.168], [0.338, -0.387, 0.109], [0.012, -0.091, -0.698], [0.013, 0.184, 0.025], [-0.182, 0.087, 0.181], [0.102, -0.867, 0.285], [-0.630, 1.270, -0.389], [-0.423, -0.378, 1.911], [0.446, 0.544, -1.995], [0.355, -0.335, 0.510], [0.962, -1.128, -1.240], [0.484, 0.588, 0.627], [-0.598, 0.588, -0.433], [-0.284, 0.032, -0.212], [0.881, -0.770, 0.507], [0.235, 0.144, -0.137], [0.522, -0.062, -0.153], [-0.316, -0.346, 0.746], [-0.462, 0.320, -0.043], [-0.885, -0.027, -0.471], [0.194, 0.264, 0.292], [-0.672, 0.233, 0.145], [1.296, 0.384, 0.295], [-1.563, 2.214, -0.453], [-0.284, -0.231, -0.543], [0.522, 0.795, 0.173], [0.822, -0.132, -0.674], [0.652, -0.738, 0.679], [0.105, -0.572, -0.206], [-0.039, -0.575, 0.225], [-0.987, -0.178, -0.261], [0.218, 0.183, -0.072], [-0.297, -0.042, 0.638], [0.050, -0.511, 0.075], [-0.179, -0.249, 0.395], [0.277, 0.186, -0.258], [-0.387, -0.323, -0.013], [0.384, -0.159, -0.225], [-0.360, 0.087, 0.214], [0.153, 0.094, 0.512], [-1.055, -1.061, 0.609], [-0.019, -0.183, -1.314], [-0.804, -2.237, 0.976], [2.156, 0.451, -0.743], [0.474, 1.801, -0.447], [-0.142, 0.079, 0.049], [0.022, -0.140, 0.017], [0.269, -0.161, -0.130], [-0.161, -0.490, -0.287], [0.022, 0.644, -0.142], [-0.086, 0.411, 0.512], [0.475, 0.018, 0.195], [-1.088, -0.138, -0.316], [-0.027, 1.010, 0.504], [-0.257, -0.416, 0.255], [0.207, 0.259, -0.134]], "lowdin_charge": [-1.41, 0.08, 0.20, 0.10, 0.19, -0.09, -0.28, -0.08, 0.06, 0.06, 0.05, 0.10, 0.09, 0.07, -0.05, 0.03, 0.00, -0.05, -0.02, 0.03, -0.06, 0.02, 0.00, -0.04, -0.02, 0.01, -0.09, -0.42, -0.23, -0.22, -0.43, 0.04, 0.07, 0.07, 0.06, 0.12, 0.09, 0.11, 0.02, 0.00, 0.01, 0.04, 0.02, -0.17, -0.38, -0.22, -0.20, -0.09, 0.03, 0.02, 0.06, 0.06, 0.11, 0.12, 0.11, 0.07, 0.08, 0.09, 0.04, 0.05, -0.07, -0.45, -0.22, -0.20, -0.08, 0.04, 0.07, 0.07, 0.07, 0.14, 0.12, 0.13, 0.07, 0.07, 0.08, 0.07, 0.06]}